107
Properties=species:S:1:pos:R:3 method="wB97M-V/def2-TZVPD" de_lowest_kj_mol=164.7 homo_lumo_gap_ev="4.68 / 6.42" homo_ev="-0.559 / -2.307" s_squared=2.033 multiplicity=3 total_charge=-2
Ti -0.767 0.595 -1.197
N -2.090 3.380 1.958
C -3.465 3.332 2.146
C -4.258 4.445 1.902
C -5.616 4.428 2.178
C -6.218 3.274 2.651
C -5.450 2.138 2.855
C -4.086 2.170 2.626
S -3.090 0.738 2.902
N -1.697 1.027 2.036
C -1.334 2.222 1.672
C -0.065 2.400 1.037
C 0.713 3.559 1.234
C 2.026 3.596 0.851
C 2.590 2.433 0.264
C 1.768 1.370 0.021
N 0.456 1.326 0.318
H -1.785 4.195 1.445
H -3.799 5.328 1.478
H -6.204 5.318 2.004
H -7.281 3.246 2.840
H -5.904 1.214 3.184
H 0.288 4.399 1.768
H 2.640 4.468 1.034
H 3.635 2.390 0.000
H 2.163 0.468 -0.439
O -1.656 -0.095 -2.655
N -1.082 -1.138 -3.214
N 0.078 -1.412 -2.652
O 0.517 -0.659 -1.621
C 0.864 -2.392 -3.178
C 0.330 -3.271 -4.144
C 1.117 -4.265 -4.672
C 2.449 -4.402 -4.288
C 2.985 -3.514 -3.359
C 2.210 -2.526 -2.797
H -0.696 -3.133 -4.445
H 0.695 -4.953 -5.395
H 3.063 -5.183 -4.716
H 4.024 -3.594 -3.069
H 2.618 -1.833 -2.075
Cl -7.272 1.295 -0.233
C -5.680 0.646 -0.169
C -5.468 -0.660 0.229
Cl -6.801 -1.646 0.690
C -4.180 -1.190 0.242
Cl -3.899 -2.826 0.724
C -3.077 -0.430 -0.147
O -1.874 -0.880 -0.196
C -3.296 0.940 -0.530
O -2.243 1.636 -0.856
C -4.591 1.439 -0.537
Cl -4.837 3.076 -1.031
C 4.902 -2.786 0.413
C 3.846 -3.620 0.090
C 2.550 -3.264 0.425
C 2.292 -2.076 1.090
C 3.359 -1.248 1.414
C 4.655 -1.598 1.084
Sb 0.265 -1.416 1.622
C -0.352 -3.515 1.853
C -0.811 -4.135 0.697
C -1.238 -5.451 0.714
C -1.215 -6.164 1.902
C -0.781 -5.551 3.065
C -0.358 -4.232 3.040
C 1.050 -1.281 3.682
C 1.994 -2.128 4.245
C 2.448 -1.924 5.537
C 1.967 -0.863 6.288
C 1.026 -0.011 5.736
C 0.578 -0.223 4.443
H 5.914 -3.058 0.141
H 4.028 -4.551 -0.431
H 1.727 -3.919 0.173
H 3.170 -0.319 1.940
H 5.476 -0.943 1.349
H -0.837 -3.568 -0.226
H -1.588 -5.922 -0.196
H -1.543 -7.195 1.920
H -0.766 -6.103 3.998
H -0.020 -3.759 3.952
H 2.382 -2.954 3.664
H 3.181 -2.595 5.968
H 2.319 -0.708 7.302
H 0.638 0.819 6.313
H -0.154 0.443 4.006
C -0.274 1.773 -4.755
Si 0.016 2.374 -2.902
C -0.933 4.093 -2.918
C 1.879 2.934 -3.169
C 2.248 4.225 -3.537
C 3.571 4.583 -3.731
C 4.579 3.654 -3.530
C 4.242 2.364 -3.150
C 2.913 2.015 -2.991
H -0.006 2.520 -5.501
H -1.316 1.502 -4.905
H 0.308 0.876 -4.963
H -0.909 4.587 -3.889
H -0.517 4.784 -2.182
H -1.980 3.934 -2.660
H 1.476 4.966 -3.686
H 3.822 5.591 -4.047
H 5.618 3.929 -3.672
H 5.022 1.630 -2.978
H 2.663 0.996 -2.719